(1)
DFT (the ωB97M-V functional and the def2-TZVPD basis) results for a molecular structure, C25H29F4FeN4O8P at a distorted geometry.

Computed properties:
2S+1: 6
Net charge: +3
LUMO level (spin up / spin down), eV: -9.7 / -9.9
Expectation value of S²: 8.822
HOMO level (spin up / spin down), hartree: -0.563 / -0.622

Geometry as XYZ:
```
72
Properties=species:S:1:pos:R:3:forces:R:3
C -5.466 0.262 0.427 -0.342 -0.476 -0.498
C 8.603 -0.798 2.604 -0.291 0.126 -0.147
N 0.682 0.906 0.603 -0.090 -0.295 0.112
C 8.317 -0.213 1.357 0.208 -0.070 0.018
H -5.302 -0.557 1.136 -0.005 0.097 0.108
H -3.057 1.991 3.420 0.012 -0.079 -0.065
C 2.727 1.006 -1.839 0.183 -0.073 0.494
H -6.382 0.801 0.693 0.147 -0.104 -0.036
N 2.423 1.092 -2.935 -0.388 0.012 -0.894
C -0.563 -1.797 2.650 -0.044 -0.148 0.722
F 6.005 -0.542 2.995 -0.107 0.116 -0.163
H 0.072 -2.680 2.726 -0.031 0.081 -0.113
H -5.003 -1.259 -3.297 0.065 0.048 0.055
N 10.384 0.052 -0.120 0.668 0.042 -0.362
C 0.467 -1.886 -1.586 0.702 0.143 -0.479
H -1.382 -5.435 -0.103 -0.037 0.088 -0.066
H -4.359 1.182 -3.106 0.155 0.008 -0.045
O -0.308 -3.684 0.349 -0.641 0.810 -0.029
C -0.217 2.102 0.571 -0.259 0.508 0.660
H -2.727 2.767 -2.456 0.068 -0.118 -0.048
C -4.105 -0.950 -2.756 0.352 0.180 -0.691
O -1.941 1.068 1.914 0.161 -0.396 -0.870
C -5.595 -0.302 -0.984 -0.455 0.276 0.469
C -0.522 -5.099 0.471 0.063 -1.000 0.084
O -2.431 0.716 -2.493 0.148 -0.413 0.858
H 0.094 1.589 -2.136 -0.110 0.087 0.113
P -1.435 -2.574 0.203 1.612 -0.202 0.262
H -3.566 0.372 2.892 0.030 0.106 0.039
C -1.035 2.163 1.873 0.257 0.292 -0.118
H 0.634 -1.093 -2.313 -0.018 -0.028 0.034
H 0.398 3.004 0.453 -0.068 -0.225 -0.013
H -5.844 0.508 -1.677 0.083 -0.120 0.043
C 3.011 0.907 -0.434 0.384 -0.170 0.003
O -1.125 1.926 -0.470 -0.448 -0.681 0.327
F 7.771 0.909 -1.169 -0.232 0.012 0.014
H -0.654 -5.371 1.518 0.038 0.106 -0.045
H -1.652 2.177 -3.758 -0.052 -0.065 0.201
H 1.193 -1.828 -0.774 -0.083 0.025 0.034
C 5.867 -0.050 1.777 -0.205 0.065 -0.176
H -6.386 -1.059 -1.014 0.096 0.111 -0.017
F 3.518 0.090 2.095 0.051 -0.035 0.119
H -0.403 3.291 -1.872 -0.020 -0.130 0.050
H -3.361 0.339 -4.320 0.027 0.035 0.123
C 6.764 0.675 -0.355 -0.177 -0.065 0.104
O -0.756 -1.432 1.276 -0.402 -0.076 -1.021
C 7.011 0.133 0.940 -0.694 0.217 -0.248
C -3.197 1.343 2.550 -0.722 0.108 -0.113
Fe -2.438 -0.110 -0.270 -0.847 1.264 -0.751
H -3.785 2.927 1.185 -0.118 -0.065 0.097
F 5.310 1.444 -2.022 0.109 -0.048 0.075
H -0.070 -0.965 3.152 -0.064 -0.014 -0.045
C 9.453 -0.059 0.539 -0.421 0.079 0.051
C -0.723 2.245 -1.816 -0.103 -0.063 -0.783
O -4.351 -0.917 -1.352 1.007 0.390 0.877
C -1.946 2.036 -2.709 0.396 0.530 0.300
O -0.877 -1.732 -1.105 -1.362 0.123 0.590
H -3.327 -1.701 -2.908 -0.101 -0.021 -0.008
C 5.484 0.954 -0.805 0.145 -0.058 0.219
H -1.574 3.116 1.888 0.105 -0.066 -0.050
C -4.181 1.977 1.558 0.549 0.260 0.578
H 0.164 0.031 0.862 0.374 -0.099 -0.152
O -4.352 1.157 0.408 0.904 -0.590 -0.386
H -0.366 2.121 2.741 -0.064 0.052 -0.114
C 4.604 0.266 1.327 0.384 -0.008 -0.258
C 1.879 0.859 0.237 -0.298 0.088 -0.110
C -3.602 0.403 -3.254 -0.556 -0.434 -0.048
H -5.134 2.168 2.059 0.031 -0.022 -0.107
H -1.520 -1.993 3.137 0.004 0.020 0.002
H 0.379 -5.573 0.084 -0.140 0.035 0.049
H 0.580 -2.849 -2.085 -0.124 0.084 0.082
C 4.368 0.732 0.018 0.414 0.121 0.490
N 8.860 -1.298 3.604 0.190 -0.290 0.617
```
Forces are in eV/Å.

=====

(2)
DFT (the ωB97M-V functional and the def2-TZVPD basis) results for 2 unconnected molecules or ions with the total composition C10H22 at a distorted geometry.

Computed properties:
2S+1: 1
Net charge: 0
LUMO level, eV: 0.9
HOMO level, hartree: -0.385
Energy relative to the best compared isomer or geometry (same formula, charge and spin), kcal per mole: 92.12

Geometry as XYZ:
```
32
Properties=species:S:1:pos:R:3:forces:R:3
H -4.306 -0.414 -0.799 2.044 1.631 2.130
C -1.581 0.044 1.279 -0.680 -0.968 3.049
H 2.415 -2.074 1.254 0.077 0.968 -0.908
H 2.453 -1.538 -1.636 0.194 -0.537 -0.308
H -2.366 -1.275 -1.835 1.484 -0.276 1.114
H -1.798 2.325 -0.252 0.360 -1.300 0.007
H -2.003 1.361 -1.699 -0.244 0.521 -0.845
H 1.327 1.754 0.141 -4.528 0.807 0.356
C -3.590 0.014 0.138 -2.999 0.841 -1.705
H 3.906 -1.090 -0.669 1.564 -0.380 -0.154
C 2.208 1.324 0.281 7.126 -1.504 -1.263
C 2.546 0.601 -1.142 0.592 -0.685 1.251
C -2.077 0.043 -0.108 -0.377 0.164 0.083
H 0.989 -1.208 0.536 1.629 -0.045 -0.195
H -0.553 0.030 1.408 2.423 1.039 -0.227
H -1.705 -0.976 1.620 -0.869 -0.394 0.796
H 1.910 0.338 2.074 -0.458 0.211 2.859
H 2.808 2.274 0.438 0.095 -1.340 0.092
H -0.663 -1.589 -0.869 -1.863 0.232 -0.336
H 1.529 0.629 -1.459 -0.442 -0.318 -1.645
H -0.423 1.299 -1.008 -1.339 -0.021 0.855
C 2.134 -1.173 0.634 -0.571 0.510 -1.932
C -1.780 -1.319 -0.847 -1.503 -0.504 1.311
C -1.528 1.343 -0.735 0.165 -0.116 -1.605
C 2.535 0.168 1.275 1.353 -0.568 -1.976
H -3.849 -0.729 0.934 0.367 0.857 -0.421
H -2.443 -2.114 -0.160 2.163 1.682 -1.878
H -3.914 1.103 0.465 0.179 -2.307 -0.657
C 2.887 -0.942 -0.856 -3.343 1.717 2.430
H 3.279 1.040 -1.880 -0.981 -0.122 0.996
H -2.035 0.762 2.071 0.545 -1.046 -1.712
H 3.688 -0.010 1.407 -2.166 1.252 0.440
```
Forces are in eV/Å.

=====

(3)
DFT (the ωB97M-V functional and the def2-TZVPD basis) results for 2 unconnected molecules or ions with the total composition CH7N2Si at a distorted geometry.

Computed properties:
2S+1: 1
Net charge: +1
LUMO level, eV: -3.9
HOMO level, hartree: -0.598
Energy relative to the best compared isomer or geometry (same formula, charge and spin), kcal per mole: 40.96

Geometry as XYZ:
```
11
Properties=species:S:1:pos:R:3:forces:R:3
H 0.164 -0.823 -1.862 -0.332 0.798 0.753
H -1.058 1.737 -1.203 0.139 -0.506 1.036
Si -1.352 0.609 -0.227 1.587 -0.240 -2.191
N 2.234 0.648 1.757 -1.277 -1.968 -2.035
H 2.310 1.218 2.612 0.152 -0.639 -1.022
H -0.945 -1.661 -1.139 0.706 0.586 0.840
C 1.913 -0.088 0.869 1.287 2.657 3.216
H 0.516 -1.277 -0.401 0.509 -0.042 1.207
H -2.592 0.056 -0.620 -1.149 -0.382 0.087
H -0.931 0.475 1.121 0.068 0.441 0.963
N -0.260 -0.895 -0.907 -1.690 -0.705 -2.856
```
Forces are in eV/Å.

=====

(4)
DFT (the ωB97M-V functional and the def2-TZVPD basis) results for C26H34N4O3 in the gas phase.

Computed properties:
2S+1: 1
Net charge: 0
LUMO level, eV: 0.6
HOMO level, hartree: -0.322
Energy relative to the best compared isomer or geometry (same formula, charge and spin), kcal per mole: 0.00

Geometry as XYZ:
```
67
Properties=species:S:1:pos:R:3:forces:R:3
C -1.010 -1.498 6.726 0.245 -0.116 0.016
H 3.624 -1.647 -1.488 0.017 -0.054 0.019
H -1.902 -1.242 6.160 -0.130 0.044 -0.058
C 0.428 -1.636 4.687 0.167 -0.033 0.079
H -3.511 0.482 -2.470 -0.080 0.006 0.057
O 0.997 -3.175 -2.446 -0.187 -0.275 -0.052
C 2.257 -0.690 3.428 -0.086 0.099 -0.132
C 2.757 -2.206 -1.134 -0.110 0.002 0.095
H -3.770 2.498 -3.910 0.002 -0.033 -0.085
C 0.715 -0.634 -3.871 -0.324 -0.082 -0.366
H -1.509 -1.365 3.806 -0.145 -0.030 0.019
H 3.040 -3.248 -0.976 -0.059 0.080 -0.081
C 1.369 -0.256 2.454 -0.044 -0.285 0.265
O 2.592 0.573 -0.783 0.214 0.155 -0.171
H -0.131 2.785 -2.991 0.096 -0.003 -0.027
N 0.841 0.641 -4.234 0.297 -0.047 0.339
H 0.962 1.848 -0.945 0.073 0.024 0.158
H -1.901 0.555 -0.576 0.076 -0.037 0.038
C 2.255 -0.098 0.188 0.024 -0.406 0.187
H -0.678 -0.145 1.848 -0.074 0.051 -0.102
N 1.532 -0.987 -2.809 0.186 0.382 0.003
H -0.335 4.265 -2.041 0.085 -0.019 0.012
C -3.046 1.428 -2.184 0.167 -0.173 -0.215
H 1.274 -1.981 0.430 0.056 -0.027 0.106
H 0.287 2.117 -5.520 -0.061 0.083 -0.076
H -1.659 -3.473 4.897 -0.124 0.007 -0.080
H -1.059 0.596 -2.131 0.071 -0.058 -0.017
H -1.554 -1.706 -6.116 -0.038 -0.060 -0.026
H 0.790 -2.640 6.521 -0.023 0.045 -0.083
C 0.011 -0.502 2.598 0.105 0.046 -0.029
C -0.810 3.324 -2.326 -0.250 0.187 0.219
C -1.726 1.156 -1.471 -0.243 0.234 0.202
H -3.724 1.944 -1.502 -0.091 -0.007 0.047
H 2.528 2.366 0.794 -0.063 -0.024 0.104
O -0.482 2.829 1.679 -0.278 0.133 0.340
N 1.849 0.478 1.331 -0.001 0.267 0.235
H 2.482 -1.712 5.285 0.051 -0.050 0.091
C -0.147 -1.522 -4.518 -0.029 -0.114 0.046
C 0.138 1.075 -5.265 -0.143 -0.044 -0.243
H 1.872 2.228 2.458 -0.061 -0.015 -0.152
H -1.688 3.014 -0.371 0.049 -0.047 -0.121
C -0.878 -1.048 -5.590 0.112 0.239 0.041
H -1.288 0.675 -6.820 -0.037 0.064 -0.066
H -1.070 -4.239 6.372 -0.075 -0.088 0.068
C 1.784 -1.377 4.531 -0.038 -0.009 0.005
H -1.944 4.193 -3.939 -0.039 0.091 0.018
C 1.744 1.928 1.417 -0.060 0.370 -0.078
C 2.277 -1.615 0.195 0.162 -0.061 -0.356
C 1.664 -2.194 -2.195 0.420 0.038 0.213
H -2.784 4.174 -2.387 -0.044 0.092 0.002
H 2.938 -1.943 1.001 -0.119 -0.005 0.017
C -2.816 2.289 -3.422 -0.199 0.143 0.166
C -0.073 -2.381 5.899 -0.221 -0.036 0.015
H -0.101 -4.301 4.897 0.006 -0.100 -0.066
C -0.771 -3.680 5.488 0.224 0.089 0.128
C 0.362 2.391 0.926 0.606 -0.102 0.073
H 3.312 -0.484 3.320 0.108 0.031 -0.040
C -0.735 0.276 -5.984 -0.008 -0.042 -0.036
H -0.509 -0.576 7.010 -0.018 0.109 0.053
C -2.129 3.597 -3.043 0.161 -0.181 -0.197
C -1.052 2.474 -1.081 -0.043 -0.110 -0.081
C -0.449 -1.186 3.706 0.036 -0.016 0.016
H -0.224 -2.542 -4.183 0.008 -0.026 0.033
H 2.088 -0.215 -2.436 -0.087 -0.256 -0.053
N 0.199 2.223 -0.395 -0.070 0.006 -0.491
H -1.315 -2.020 7.630 -0.081 -0.026 0.102
H -2.189 1.742 -4.129 -0.041 -0.024 -0.044
```
Forces are in eV/Å.

=====

(5)
DFT (the ωB97M-V functional and the def2-TZVPD basis) results for H2O3S3 in the gas phase at a distorted geometry.

Computed properties:
2S+1: 1
Net charge: 0
LUMO level, eV: -0.7
HOMO level, hartree: -0.333
Energy relative to the best compared isomer or geometry (same formula, charge and spin), kcal per mole: 9.30

Geometry as XYZ:
```
8
Properties=species:S:1:pos:R:3:forces:R:3
H -2.764 1.618 -0.273 0.183 -0.030 0.093
H 2.154 -1.052 0.523 -0.002 -0.021 -0.181
O -2.626 0.694 -0.516 -0.230 -0.065 0.020
S 0.021 -0.313 -0.624 -0.339 1.161 -0.062
O 2.546 -0.168 0.718 0.076 0.237 0.245
S -1.777 -0.095 0.660 0.941 0.276 -0.497
S 1.839 0.900 -0.286 -0.917 -0.434 0.095
O 0.607 -1.584 -0.201 0.287 -1.124 0.288
```
Forces are in eV/Å.

=====

(6)
DFT (the ωB97M-V functional and the def2-TZVPD basis) results for 2 unconnected molecules or ions with the total composition C2HNO2S at a distorted geometry.

Computed properties:
2S+1: 1
Net charge: 0
LUMO level, eV: -0.6
HOMO level, hartree: -0.343
Energy relative to the best compared isomer or geometry (same formula, charge and spin), kcal per mole: 119.67

Geometry as XYZ:
```
7
Properties=species:S:1:pos:R:3:forces:R:3
C -4.313 -1.279 0.881 -0.185 -0.281 0.562
H -0.710 0.747 0.994 -0.657 0.184 0.173
N -0.644 -0.897 -0.427 -0.840 0.597 0.616
C -0.903 -0.051 0.316 1.795 -0.926 -0.766
O -4.061 -1.571 -0.257 0.380 -0.523 -0.346
S -4.351 0.332 -0.240 -1.999 -0.136 -0.490
O -3.171 1.103 -0.001 1.506 1.085 0.251
```
Forces are in eV/Å.